No. 1
16
Properties=species:S:1:pos:R:3:forces:R:3 method="wB97M-V/def2-TZVPD" largest_force_ev_per_a=5.47 e_above_lowest_kj_mol=582.1 spin_multiplicity=1 e_tot_ha=-1062.87402 homo_energy_ev=-8.6 orbital_gap_ev=9.1 lumo_energy_ev=0.5
C 3.172 -0.657 -0.471 1.2 -3.1 -2.5
C 2.461 0.281 0.512 1.2 -2.1 -2.6
C -1.135 0.261 1.419 1.0 -3.1 -0.5
C -3.674 0.112 -1.509 -2.1 1.0 2.6
H 4.272 -1.075 -0.253 -2.3 1.5 0.3
H 3.350 -0.225 -1.590 -0.8 -0.7 2.7
H 2.591 -1.750 -0.586 1.1 3.2 0.2
H 3.035 1.032 0.942 1.2 1.3 1.2
H -1.957 0.638 1.990 -0.3 0.4 0.3
H -1.084 -0.965 1.571 0.1 3.3 -0.1
H -2.835 0.331 -2.542 -3.1 -0.8 3.0
H -5.139 0.150 -1.346 4.5 -0.3 -1.7
N 1.226 0.174 0.650 0.1 -1.0 0.0
N -3.308 0.120 -0.236 2.3 0.7 -4.9
S 0.478 1.061 1.813 -2.1 0.1 0.5
S -1.453 0.513 -0.367 -2.1 -0.5 1.4

No. 2
15
Properties=species:S:1:pos:R:3:forces:R:3 method="wB97M-V/def2-TZVPD" largest_force_ev_per_a=1.62 charge=+1 e_above_lowest_kj_mol=345.6 spin_multiplicity=1 e_tot_ha=-321.15969 homo_energy_ev=-15.0 orbital_gap_ev=10.5 lumo_energy_ev=-4.4
C -1.406 -1.557 -0.216 -0.9 -0.2 0.3
C -0.198 -2.096 -2.142 -0.3 -0.3 -0.4
C 0.991 -0.138 0.415 0.3 0.2 0.1
C -0.550 1.611 1.045 -0.7 1.0 0.0
N -2.135 -1.387 0.657 -0.4 0.0 0.3
N -0.374 -1.551 -1.019 1.5 0.4 -0.5
N 0.148 0.371 1.228 0.3 -0.7 0.3
H -0.951 -2.695 -2.648 -0.1 0.0 0.0
H 0.757 -1.953 -2.634 0.1 0.0 0.0
H 1.515 -1.049 0.658 -0.1 0.0 0.1
H 1.284 0.413 -0.469 -0.1 0.1 0.1
H -0.250 2.094 0.118 0.1 -0.1 0.0
H -1.628 1.430 1.035 0.1 -0.1 -0.1
H -0.336 2.274 1.886 0.1 -0.1 -0.1
H -0.124 -0.146 2.067 0.2 0.0 -0.3